[1]
{"formula": "C43H45N8O5S5SiTi", "method": "ωB97M-V with the def2-TZVPD basis set", "elements": ["Ti", "S", "S", "S", "S", "S", "Si", "O", "O", "O", "O", "O", "N", "N", "N", "N", "N", "N", "N", "N", "C", "C", "C", "C", "C", "C", "C", "C", "C", "C", "C", "C", "C", "C", "C", "C", "C", "C", "C", "C", "C", "C", "C", "C", "C", "C", "C", "C", "C", "C", "C", "C", "C", "C", "C", "C", "C", "C", "C", "C", "C", "C", "C", "H", "H", "H", "H", "H", "H", "H", "H", "H", "H", "H", "H", "H", "H", "H", "H", "H", "H", "H", "H", "H", "H", "H", "H", "H", "H", "H", "H", "H", "H", "H", "H", "H", "H", "H", "H", "H", "H", "H", "H", "H", "H", "H", "H", "H"], "coordinates": [[-0.28, 0.64, 0.13], [-3.43, -0.62, 3.80], [-0.09, -4.53, -3.02], [0.47, 2.92, -2.24], [2.06, -4.92, 4.91], [-4.00, 0.20, -3.82], [0.89, 2.08, 1.93], [-0.39, 3.27, -0.96], [1.58, 3.81, -2.39], [-1.76, 1.62, 0.33], [1.40, 0.04, 0.03], [3.36, -0.64, -0.77], [-1.84, -0.59, 1.76], [1.60, -3.82, -1.09], [2.77, -8.32, 1.95], [-0.05, -2.24, -1.81], [0.74, 1.43, -1.91], [-2.09, 0.05, -2.08], [-3.48, 1.96, -1.89], [0.48, -2.01, 1.75], [3.56, -6.40, 3.14], [-1.40, 4.29, -0.83], [-3.13, 3.12, -7.08], [3.72, -7.44, 2.23], [2.36, 0.04, -0.85], [0.21, -4.01, 3.05], [-3.50, 2.34, 1.83], [1.44, -3.80, 3.66], [-2.90, -1.11, -3.92], [-0.73, 1.92, -4.42], [-1.95, -0.22, 2.99], [-1.15, 4.27, -4.05], [0.10, 3.67, 2.66], [-3.15, -1.91, 0.12], [-1.96, 4.28, -5.17], [-1.97, -1.07, -2.92], [1.47, 1.19, 3.55], [-0.59, 3.06, -3.65], [-2.97, -1.28, 1.35], [-2.84, 5.09, 1.07], [-2.41, 6.34, 0.87], [-2.25, 3.95, 0.39], [-0.79, 5.66, -0.79], [-1.07, -2.20, -2.74], [-0.22, -3.09, 2.11], [-2.44, 2.67, 0.81], [-1.24, -3.34, -3.45], [1.67, -1.85, 2.32], [2.11, 0.96, -2.01], [-4.35, -2.53, -0.14], [-5.20, -1.97, 2.06], [-2.17, 3.12, -5.93], [1.61, -8.21, 2.59], [-1.29, 6.62, -0.01], [0.57, -3.40, -1.85], [2.19, -2.71, 3.28], [-1.51, 1.96, -5.56], [-3.10, 0.78, -2.44], [2.50, 2.72, 1.12], [2.34, -6.30, 3.79], [-5.38, -2.55, 0.81], [-3.99, -1.36, 2.33], [1.34, -7.22, 3.53], [-1.99, -3.57, -4.19], [-5.99, -2.00, 2.80], [-4.41, 2.28, -2.07], [4.66, -7.56, 1.69], [-2.44, 5.20, -5.48], [3.17, -2.53, 3.71], [2.24, -0.99, 1.99], [2.30, 3.30, 0.22], [-0.96, 5.18, -3.51], [2.29, 0.41, -2.94], [-2.33, -1.92, -0.57], [2.82, 1.80, -1.96], [-4.49, -3.04, -1.08], [0.87, -8.96, 2.34], [0.08, 5.81, -1.42], [-3.17, 4.09, -7.58], [-3.58, 4.91, 1.83], [-0.16, 4.40, 1.89], [0.39, -7.18, 4.04], [1.99, -4.71, -1.36], [-3.08, 2.35, 2.84], [-0.80, 3.48, 3.24], [-0.41, -4.86, 3.31], [0.93, 0.28, 3.79], [3.05, 3.35, 1.82], [-2.04, 4.21, -1.72], [2.29, -3.13, -0.81], [-0.85, 7.61, -0.01], [-3.00, -1.84, -4.71], [4.36, -5.70, 3.34], [-3.10, 2.17, -0.98], [-2.84, 7.16, 1.43], [-2.88, 2.35, -7.81], [-4.13, 2.90, -6.71], [-1.18, 0.32, 3.53], [0.83, 4.14, 3.32], [-1.17, -3.23, 1.62], [1.37, 1.87, 4.40], [3.16, 1.89, 0.84], [-0.24, 1.01, -4.10], [-3.89, 1.34, 1.62], [2.52, 0.92, 3.47], [-6.32, -3.03, 0.57], [-4.32, 3.04, 1.79], [-1.61, 1.07, -6.17]], "homo_ev": -9.96, "relative_energy_kcal_mol": 104.55, "total_energy_ev": -152644.2662, "total_charge": 1}



[2]
{"formula": "C43H46BF3IN6O2", "method": "ωB97M-V with the def2-TZVPD basis set", "elements": ["I", "F", "F", "F", "O", "O", "N", "N", "N", "N", "N", "N", "C", "C", "C", "C", "C", "C", "C", "C", "C", "C", "C", "C", "C", "C", "C", "C", "C", "C", "C", "C", "C", "C", "C", "C", "C", "C", "C", "C", "C", "C", "C", "C", "C", "C", "C", "C", "C", "C", "C", "C", "C", "C", "C", "B", "H", "H", "H", "H", "H", "H", "H", "H", "H", "H", "H", "H", "H", "H", "H", "H", "H", "H", "H", "H", "H", "H", "H", "H", "H", "H", "H", "H", "H", "H", "H", "H", "H", "H", "H", "H", "H", "H", "H", "H", "H", "H", "H", "H", "H", "H"], "coordinates": [[-1.10, 0.71, 3.21], [6.89, 0.73, 2.15], [6.54, -0.06, -0.06], [5.92, -1.36, 1.85], [3.81, 0.97, 0.10], [4.51, 1.80, 2.29], [0.79, -7.81, 0.45], [-2.17, -8.81, -4.84], [5.14, 5.13, -2.24], [5.67, -6.55, 1.71], [-8.44, 3.65, 1.65], [-4.26, 4.73, 2.92], [5.32, 6.17, -4.40], [6.03, -0.04, 1.27], [-10.75, 3.63, 2.34], [-5.80, 3.52, 4.32], [2.06, 4.49, -0.08], [-3.35, 4.62, 3.90], [-3.59, 3.97, 5.10], [-4.26, -8.17, -5.85], [0.57, 4.72, 0.30], [-11.10, 2.91, 1.20], [5.20, -4.23, 1.25], [-0.93, -7.98, -1.22], [-0.73, -9.35, -1.32], [6.18, 4.35, -2.58], [0.97, -9.14, 0.34], [1.50, 1.57, 1.23], [3.58, -5.91, 0.71], [3.69, 2.77, 1.58], [-1.16, 1.31, 1.11], [0.26, 1.10, 0.33], [-9.42, 3.97, 2.51], [-8.80, 2.96, 0.56], [-10.11, 2.57, 0.29], [6.01, -5.25, 1.72], [6.84, 4.43, -3.80], [1.10, 7.16, 1.28], [2.81, 2.00, 0.41], [0.24, -9.94, -0.52], [2.57, 3.12, -0.74], [0.05, 6.03, 0.99], [2.60, 7.01, 0.88], [4.73, 6.02, -3.16], [-2.64, -6.50, -5.30], [3.96, -4.57, 0.73], [-3.88, -6.84, -5.82], [6.39, 5.36, -4.73], [3.03, 5.68, 0.21], [-4.84, 3.41, 5.31], [-0.15, -7.26, -0.33], [-3.37, -9.11, -5.35], [4.46, -6.85, 1.21], [-5.47, 4.18, 3.15], [-1.83, -7.51, -4.83], [4.54, 0.66, 1.34], [2.62, -6.21, 0.31], [0.43, -11.01, -0.57], [-1.68, -7.48, -1.82], [-10.34, 2.02, -0.61], [1.73, -9.56, 0.99], [-5.06, 2.90, 6.24], [1.18, 2.51, 1.82], [-1.46, 2.41, 1.09], [5.52, -3.20, 1.29], [-9.09, 4.53, 3.39], [4.94, 6.91, -5.11], [1.77, 2.79, -1.49], [-1.95, 0.65, 0.60], [-6.79, 3.09, 4.45], [3.36, 7.84, 1.09], [3.11, 3.51, 2.25], [-4.55, -6.07, -6.20], [-3.62, -10.17, -5.35], [4.48, 3.31, 0.94], [0.34, -0.02, 0.09], [-0.85, -7.30, -4.42], [-8.00, 2.71, -0.13], [-5.22, -8.48, -6.25], [-6.18, 4.28, 2.34], [4.21, -7.90, 1.21], [3.52, 3.31, -1.36], [3.80, -0.16, 1.86], [0.73, 8.11, 1.79], [1.68, 0.76, 2.02], [-12.13, 2.63, 1.02], [7.68, 3.77, -4.01], [-1.32, -9.94, -2.00], [-2.39, 5.07, 3.69], [-0.16, 3.87, 0.07], [6.88, 5.44, -5.69], [-0.27, -6.19, -0.22], [4.13, 5.52, -0.08], [-1.05, 6.18, 1.28], [0.15, 1.65, -0.66], [-2.31, -5.46, -5.27], [6.49, 3.63, -1.82], [3.29, -3.80, 0.35], [-11.49, 3.91, 3.07], [-2.81, 3.91, 5.85], [3.89, 6.63, -2.86], [6.99, -5.03, 2.14]], "homo_ev": -4.25, "total_energy_ev": -75298.4962, "total_charge": -1}



no.,Kohn-Sham gap (eV)
1,6.9
2,6.1